[1]
{"formula": "C7H12", "method": "ωB97M-V/def2-TZVPD", "elements": ["C", "C", "C", "C", "C", "C", "C", "H", "H", "H", "H", "H", "H", "H", "H", "H", "H", "H", "H"], "xyz": [[-0.22876, -0.67107, -2.52553], [-0.36033, 0.25500, -1.48430], [0.10221, 0.02596, -0.04423], [1.06672, -0.95287, 0.14887], [1.67487, -1.24138, 1.49529], [-0.37931, 0.90555, 1.13346], [-1.82934, 1.52968, 0.86992], [-1.00550, -1.42406, -2.87984], [0.69993, -0.91012, -3.23870], [-0.69816, 1.25228, -1.85215], [1.64822, -1.45188, -0.77229], [2.70975, -1.69417, 1.33604], [1.92261, -0.25263, 1.88824], [0.91016, -1.73856, 2.23676], [0.40120, 1.83421, 1.28039], [-0.41514, 0.39593, 2.08268], [-2.55467, 0.79806, 0.63132], [-2.20053, 1.94327, 1.76205], [-1.69421, 2.14247, -0.03540]], "nbo_charge": [-0.45, -0.20, -0.07, -0.13, -0.68, -0.43, -0.60, 0.20, 0.21, 0.20, 0.22, 0.23, 0.22, 0.23, 0.21, 0.21, 0.21, 0.21, 0.21], "smiles": "C=C/C(=C/C)CC", "homo_ev": -6.778, "orbital_gap_ev": 6.081}

[2]
{"formula": "C7H12", "method": "ωB97M-V/def2-TZVPD", "elements": ["C", "C", "C", "C", "C", "C", "C", "H", "H", "H", "H", "H", "H", "H", "H", "H", "H", "H", "H"], "xyz": [[-2.57488, 0.12661, -0.32739], [-1.39495, -0.36948, 0.49320], [-0.14018, 0.49531, 0.68455], [0.92077, 1.28627, -0.03513], [2.02562, 0.15031, -0.15984], [1.28580, -1.22362, 0.00383], [-0.13307, -0.76430, -0.18636], [-2.26069, 0.63188, -1.24318], [-3.21742, -0.73775, -0.60694], [-3.20130, 0.83984, 0.22985], [-1.66845, -0.88075, 1.42111], [0.27591, 0.21726, 1.67202], [0.56964, 1.66968, -0.99297], [1.26375, 2.13340, 0.59292], [2.79437, 0.24153, 0.62136], [2.55108, 0.24890, -1.13545], [1.66320, -1.92008, -0.76053], [1.47113, -1.68398, 0.97758], [-0.23032, -0.46104, -1.24861]], "nbo_charge": [-0.61, -0.15, -0.26, -0.39, -0.41, -0.40, -0.24, 0.21, 0.21, 0.22, 0.22, 0.18, 0.21, 0.21, 0.21, 0.21, 0.21, 0.21, 0.18], "smiles": "CC1[C@@H]2CCC[C@@H]12", "homo_ev": -8.352, "orbital_gap_ev": 9.557}

[3]
{"formula": "C7H12", "method": "ωB97M-V/def2-TZVPD", "elements": ["C", "C", "C", "C", "C", "C", "C", "H", "H", "H", "H", "H", "H", "H", "H", "H", "H", "H", "H"], "xyz": [[-1.86776, 1.47537, 0.40761], [-1.20874, 0.34048, -0.02303], [-1.82823, -0.68926, -1.08773], [0.24418, 0.15567, 0.05045], [1.11548, 1.32145, 0.54864], [1.05234, -0.88672, -0.31183], [2.18301, -1.58540, 0.48561], [-1.28570, 2.20095, 1.14156], [-2.89056, 1.69130, 0.00141], [-1.10128, -1.34109, -1.51245], [-2.66321, -1.25565, -0.77329], [-2.19798, -0.18788, -1.99962], [0.90650, 1.44893, 1.60551], [2.24053, 1.05546, 0.53527], [0.99529, 2.21910, -0.08175], [0.81416, -1.28553, -1.32560], [2.21276, -1.05665, 1.38034], [1.60214, -2.60324, 0.54063], [3.22563, -1.67524, 0.06968]], "nbo_charge": [-0.42, -0.01, -0.64, -0.08, -0.64, -0.13, -0.65, 0.21, 0.21, 0.21, 0.22, 0.21, 0.20, 0.21, 0.23, 0.18, 0.21, 0.24, 0.22], "smiles": "C=C(C)/C(C)=C/C", "homo_ev": -7.552, "orbital_gap_ev": 8.051}

[4]
{"formula": "C7H12", "method": "ωB97M-V/def2-TZVPD", "elements": ["C", "C", "C", "C", "C", "C", "C", "H", "H", "H", "H", "H", "H", "H", "H", "H", "H", "H", "H"], "xyz": [[-2.82863, 0.58975, 0.27771], [-2.10556, -0.10156, -0.77876], [-0.57790, -0.09265, -0.41015], [0.35574, -0.77534, -1.40228], [1.66538, -0.63357, -0.75597], [2.45226, -0.31583, 0.10156], [3.10243, 0.19134, 1.30521], [-3.34821, 0.02558, 1.04490], [-0.22793, 0.95126, 1.83020], [-3.14848, 1.61737, 0.12966], [-2.40370, -1.15318, -0.88250], [-2.20271, 0.39664, -1.75303], [-0.51350, -0.55004, 0.57938], [-0.30657, 0.95472, -0.26306], [0.07149, -1.82510, -1.53542], [0.31159, -0.28230, -2.37920], [2.28233, 0.60657, 1.91719], [3.81951, 0.99063, 1.09505], [3.60245, -0.59429, 1.87951]], "nbo_charge": [-0.27, -0.49, -0.35, -0.48, -0.01, -0.01, -0.68, 0.18, -0.03, 0.18, 0.21, 0.21, 0.21, 0.21, 0.22, 0.22, 0.24, 0.23, 0.23], "homo_ev": [-9.282, -8.083], "orbital_gap_ev": [9.645, 7.440]}

[5]
{"formula": "C7H12", "method": "ωB97M-V/def2-TZVPD", "elements": ["C", "C", "C", "C", "H", "H", "H", "H", "H", "H", "C", "C", "C", "H", "H", "H", "H", "H", "H"], "xyz": [[0.64993, -0.07310, 1.72267], [1.44619, 0.34293, 0.54988], [2.00694, 1.23537, -0.20057], [2.47880, -0.17467, -0.40633], [1.35061, -0.26160, 2.54474], [-0.05943, 0.69699, 2.03995], [0.10695, -1.00163, 1.52408], [2.17502, 2.27128, -0.45429], [2.17985, -0.73742, -1.29773], [3.44722, -0.49178, -0.00406], [-0.82460, -0.92413, -1.40049], [-1.89717, -0.74002, -0.63578], [-2.35909, 0.59949, -0.13542], [-0.54146, -1.90675, -1.76781], [-0.18514, -0.08897, -1.68003], [-2.51134, -1.59930, -0.36405], [-3.18999, 0.96902, -0.74938], [-1.55117, 1.33800, -0.18284], [-2.72213, 0.54627, 0.89744]], "nbo_charge": [-0.66, 0.06, -0.22, -0.44, 0.23, 0.22, 0.24, 0.22, 0.17, 0.17, -0.41, -0.18, -0.66, 0.20, 0.20, 0.19, 0.22, 0.22, 0.21], "smiles": "CC1=CC1.C=CC", "homo_ev": -9.016, "orbital_gap_ev": 10.144}

[6]
{"formula": "C7H12", "method": "ωB97M-V/def2-TZVPD", "elements": ["C", "C", "C", "C", "H", "H", "H", "H", "H", "H", "C", "C", "C", "H", "H", "H", "H", "H", "H"], "xyz": [[0.34952, -0.40227, 1.82095], [-0.46045, 0.77276, 1.43233], [-1.58306, 1.34051, 1.13136], [-0.38672, 2.24610, 1.14645], [0.75970, -0.26250, 2.82773], [-0.24690, -1.31963, 1.80973], [1.19180, -0.52026, 1.13076], [-2.65116, 1.28626, 0.98244], [0.04908, 2.59668, 0.20372], [-0.24530, 2.95465, 1.96952], [0.94227, 0.28756, -1.72366], [0.88040, -1.04007, -1.78068], [-0.33376, -1.84922, -1.42735], [1.84207, 0.83223, -1.99684], [0.08610, 0.87664, -1.39871], [1.75638, -1.59939, -2.11217], [-0.75522, -2.33193, -2.31810], [-1.10916, -1.21894, -0.97845], [-0.08559, -2.64917, -0.71903]], "nbo_charge": [-0.66, 0.05, -0.22, -0.44, 0.23, 0.22, 0.24, 0.22, 0.17, 0.17, -0.41, -0.17, -0.65, 0.20, 0.19, 0.19, 0.22, 0.22, 0.21], "smiles": "CC1=CC1.C=CC", "homo_ev": -9.060, "orbital_gap_ev": 10.195}